Record 1
Molecular formula: C4H15NO2S
Method: DFT, ωB97M-V/def2-TZVPD

Output
Structure (SMILES): CN[C@H](C)CS.O.O
Molecular weight (g/mol): 141.24
Highest occupied orbital energy (Ha): -0.32070
2S+1: 1
F_max (eV/A): 2.9
Energy above the lowest of the compared OMol25 structures with the same formula, charge and spin (kcal/mol): 26.7

Geometry as XYZ:
```
23
Properties=species:S:1:pos:R:3:forces:R:3:mulliken_charge:R:1
C 1.158 0.246 -2.126 -0.464 -2.086 0.281 -0.936
N -0.065 0.485 -1.383 -0.168 0.732 0.445 -0.249
C -0.444 -0.388 -0.247 -0.200 0.303 -2.234 0.405
C -1.406 0.432 0.597 0.254 0.276 0.186 -0.749
S -1.523 -0.147 2.299 -0.174 -0.284 0.455 -0.199
C -1.131 -1.667 -0.730 -0.814 -1.111 0.334 -1.372
H 1.170 -0.808 -2.474 0.188 0.163 -0.211 0.241
H 1.252 0.847 -3.024 -0.030 0.447 0.273 0.342
H 2.022 0.279 -1.464 0.095 0.528 -0.150 0.381
H -0.866 0.593 -1.978 -0.115 0.098 -0.363 0.241
H 0.487 -0.639 0.255 -0.079 0.084 0.454 0.066
H -1.081 1.476 0.584 0.373 -0.217 0.535 0.297
H -2.384 0.551 0.144 -0.261 -0.621 -0.209 0.372
H -1.858 -1.455 2.104 0.092 0.668 -0.177 0.101
H -1.249 -2.387 0.089 0.459 -0.104 -0.089 0.359
H -2.177 -1.573 -1.040 -0.030 0.897 0.049 0.346
H -0.720 -2.187 -1.596 0.752 0.158 0.257 0.358
H 3.032 -2.340 -1.201 -1.032 -1.429 -0.720 0.306
H 2.636 -1.572 0.168 0.341 -0.738 -1.100 0.320
O 3.249 -1.677 -0.588 0.783 2.058 1.925 -0.640
H 1.393 2.266 -0.238 0.058 -0.938 -0.369 0.324
H 0.513 2.753 0.940 0.575 0.077 -0.701 0.325
O 1.032 3.040 0.164 -0.604 1.041 1.128 -0.640
```
Positions in Å, forces in eV/Å.


Record 2
Molecular formula: C43H36FNO8
Method: DFT, ωB97M-V/def2-TZVPD

Output
Structure (SMILES): CC(C)CCC1=C(N)C(=O)C(F)=C(CCCC(=O)O)C1=O.O=C1c2ccccc2C(=O)c2ccccc21.O=C1c2ccccc2C(=O)c2ccccc21
Molecular weight (g/mol): 713.76
Highest occupied orbital energy (Ha): -0.33832
2S+1: 1
F_max (eV/A): 0.9

Geometry as XYZ:
```
89
Properties=species:S:1:pos:R:3:forces:R:3:mulliken_charge:R:1
C -3.967 3.053 -1.926 -0.258 -0.218 -0.088 -1.259
C -3.854 1.920 -2.949 -0.049 -0.240 0.123 0.669
C -5.019 0.929 -2.762 0.186 0.035 0.058 -1.399
C -2.535 1.142 -2.832 0.213 0.150 0.001 0.145
C -1.217 1.972 -2.789 -0.099 -0.158 -0.098 -1.655
C -0.373 1.585 -1.611 0.149 -0.110 -0.066 -0.213
C 0.684 0.752 -1.658 -0.175 0.007 -0.185 0.850
N 1.204 0.130 -2.792 0.442 0.745 0.117 -0.619
C 1.411 0.429 -0.390 0.438 -0.468 0.066 -0.224
O 2.585 0.119 -0.383 -0.428 -0.170 -0.226 -0.639
C 0.608 0.498 0.849 -0.591 0.521 -0.101 1.659
F 0.998 -0.265 1.861 0.287 -0.124 0.151 -0.478
C -0.434 1.322 0.930 0.241 -0.138 0.144 0.666
C -1.312 1.498 2.125 0.088 0.099 0.101 -1.744
C -2.743 0.999 1.860 -0.244 -0.112 0.394 -0.062
C -2.977 -0.488 2.245 0.356 0.145 -0.017 -0.835
C -3.174 -1.318 1.012 -0.064 -0.246 0.091 0.467
O -4.182 -1.894 0.714 -0.104 0.114 -0.169 -0.589
O -2.065 -1.337 0.217 -0.004 0.761 -0.001 -0.107
C -0.726 2.148 -0.286 0.034 -0.027 -0.047 0.664
O -1.247 3.237 -0.166 -0.178 -0.148 -0.017 -0.634
H -3.765 2.674 -0.920 0.104 0.099 -0.033 0.047
H -4.994 3.425 -1.915 0.095 0.112 -0.069 0.514
H -3.300 3.887 -2.137 0.041 -0.034 0.132 0.373
H -3.908 2.326 -3.965 -0.044 0.151 0.095 0.275
H -5.918 1.441 -2.420 -0.050 -0.009 -0.166 0.422
H -5.250 0.382 -3.677 0.019 -0.006 0.014 0.361
H -4.767 0.190 -1.993 -0.056 0.040 -0.008 0.224
H -2.585 0.531 -1.922 -0.044 0.075 0.007 -0.778
H -2.464 0.441 -3.668 -0.074 -0.107 0.087 0.626
H -1.436 3.040 -2.746 0.059 -0.051 0.012 0.367
H -0.666 1.773 -3.710 0.014 0.219 -0.026 0.407
H 2.185 -0.092 -2.642 -0.127 -0.249 0.100 0.291
H 1.153 0.735 -3.605 -0.226 -0.233 -0.063 0.271
H -1.337 2.555 2.402 0.000 -0.006 -0.197 0.386
H -0.882 0.968 2.978 -0.029 0.021 -0.050 0.520
H -3.020 1.146 0.814 0.035 0.154 0.027 -0.159
H -3.433 1.608 2.448 0.024 -0.018 -0.065 0.516
H -2.096 -0.850 2.782 -0.038 -0.110 -0.022 0.389
H -3.842 -0.608 2.891 -0.019 -0.033 -0.095 0.315
H -2.349 -1.273 -0.708 0.049 -0.577 0.022 0.121
C 3.129 2.558 1.587 0.019 0.141 0.215 -0.402
C 4.407 2.130 1.927 0.009 -0.012 -0.024 -0.701
C 4.970 2.512 3.132 -0.001 -0.046 -0.072 -0.735
C 4.259 3.330 4.002 -0.049 0.030 0.017 0.215
C 2.980 3.770 3.655 0.050 0.013 0.050 0.094
C 2.418 3.377 2.447 -0.040 -0.057 -0.100 -0.740
C 2.203 4.668 4.555 -0.069 0.006 -0.005 0.547
O 1.084 5.036 4.263 0.002 -0.012 0.003 -0.665
C 2.846 5.100 5.830 0.050 -0.028 -0.027 0.202
C 2.164 5.975 6.666 -0.015 0.049 0.083 -0.534
C 2.739 6.379 7.859 0.019 -0.015 -0.003 -0.505
C 3.994 5.905 8.226 -0.018 -0.001 -0.014 -0.458
C 4.679 5.035 7.395 0.003 0.054 0.085 -0.600
C 4.111 4.634 6.192 -0.038 -0.003 -0.053 0.142
C 4.878 3.714 5.303 0.057 -0.028 0.017 0.686
O 5.968 3.295 5.627 0.003 0.011 -0.004 -0.662
H 2.688 2.247 0.656 0.082 0.098 -0.072 0.681
H 4.959 1.493 1.248 -0.021 -0.026 0.002 0.469
H 5.961 2.181 3.411 0.000 0.023 0.062 0.478
H 1.423 3.717 2.192 0.004 0.049 0.039 0.650
H 1.188 6.333 6.372 -0.008 -0.038 -0.053 0.473
H 2.209 7.063 8.508 -0.002 0.001 0.007 0.400
H 4.439 6.218 9.161 0.001 0.005 0.005 0.400
H 5.656 4.661 7.667 0.013 -0.031 -0.055 0.473
C 0.511 -7.340 -7.036 0.013 0.003 0.017 -0.466
C 1.768 -7.446 -6.450 -0.023 0.006 0.003 -0.485
C 1.961 -7.040 -5.141 0.042 -0.046 -0.078 -0.561
C 0.899 -6.518 -4.413 -0.060 0.023 0.017 0.196
C -0.359 -6.398 -5.006 0.031 0.025 0.057 0.194
C -0.550 -6.817 -6.317 0.028 -0.035 -0.087 -0.568
C -1.509 -5.811 -4.259 -0.070 -0.005 -0.036 0.536
O -2.603 -5.713 -4.773 0.009 0.012 0.003 -0.662
C -1.267 -5.344 -2.865 0.054 -0.006 -0.009 0.341
C -2.309 -4.752 -2.160 -0.034 0.051 0.063 -0.775
C -2.109 -4.315 -0.862 0.007 -0.104 -0.052 -0.495
C -0.865 -4.477 -0.259 -0.029 0.020 0.002 -0.460
C 0.176 -5.065 -0.953 -0.019 0.049 0.064 -0.792
C -0.017 -5.495 -2.261 -0.026 0.001 -0.048 0.217
C 1.126 -6.101 -2.999 0.070 -0.020 0.022 0.655
O 2.208 -6.249 -2.471 -0.006 0.015 -0.003 -0.662
H 0.361 -7.664 -8.058 0.003 -0.001 -0.006 0.398
H 2.597 -7.847 -7.017 0.000 -0.010 -0.003 0.397
H 2.932 -7.122 -4.672 -0.018 0.015 0.060 0.475
H -1.532 -6.727 -6.761 -0.027 0.033 0.047 0.474
H -3.271 -4.635 -2.640 0.009 -0.048 -0.048 0.508
H -2.926 -3.854 -0.322 -0.002 -0.006 0.025 0.516
H -0.710 -4.135 0.756 -0.002 0.011 0.004 0.472
H 1.147 -5.193 -0.495 0.029 -0.021 -0.048 0.488
```
Positions in Å, forces in eV/Å.


Record 3
Molecular formula: C2H8
Method: DFT, ωB97M-V/def2-TZVPD

Output
Structure (SMILES): C.C
Molecular weight (g/mol): 32.09
Highest occupied orbital energy (Ha): -0.49076
2S+1: 1
F_max (eV/A): 0.4
Energy above the lowest of the compared OMol25 structures with the same formula, charge and spin (kcal/mol): 0.4

Geometry as XYZ:
```
10
Properties=species:S:1:pos:R:3:forces:R:3:mulliken_charge:R:1
C -0.194 -4.152 1.023 0.001 0.004 0.000 -0.856
H -0.526 -4.977 0.375 0.123 0.305 0.241 0.214
H 0.391 -4.557 1.862 -0.217 0.148 -0.311 0.214
H -1.072 -3.616 1.413 0.324 -0.200 -0.144 0.214
H 0.430 -3.458 0.442 -0.230 -0.257 0.214 0.214
C 0.194 4.152 -1.023 0.000 0.005 0.000 -0.856
H -0.103 3.311 -0.379 0.110 0.310 -0.239 0.214
H 0.054 3.873 -2.078 0.052 0.101 0.391 0.214
H 1.252 4.394 -0.845 -0.391 -0.091 -0.066 0.214
H -0.426 5.029 -0.790 0.228 -0.325 -0.086 0.214
```
Positions in Å, forces in eV/Å.


Record 4
Molecular formula: C20H22N2O3
Method: DFT, ωB97M-V/def2-TZVPD

Output
Structure (SMILES): Cc1ccc(N2CCN(c3ccc(C)cc3)[C@H](CC(=O)O)C2=O)cc1
Molecular weight (g/mol): 338.41
Highest occupied orbital energy (Ha): -0.28533
2S+1: 1
F_max (eV/A): 0.7
Energy above the lowest of the compared OMol25 structures with the same formula, charge and spin (kcal/mol): 18.1

Geometry as XYZ:
```
47
Properties=species:S:1:pos:R:3:forces:R:3:mulliken_charge:R:1
C -7.182 -0.758 -0.114 -0.003 0.074 -0.048 -1.438
C -5.690 -0.619 -0.103 0.031 -0.048 -0.020 1.012
C -5.064 0.236 0.796 0.040 -0.108 -0.084 -1.020
C -3.690 0.384 0.806 0.056 0.020 0.032 -0.258
C -2.909 -0.321 -0.101 -0.382 0.031 -0.075 0.200
C -3.525 -1.175 -1.009 0.148 0.126 0.075 -0.207
C -4.900 -1.321 -1.003 -0.069 0.026 0.090 -0.919
H -5.364 -1.988 -1.716 -0.052 -0.072 -0.060 0.337
H -2.933 -1.719 -1.730 0.079 -0.046 -0.068 0.454
N -1.500 -0.198 -0.104 -0.165 -0.072 0.027 0.329
C -0.876 0.991 0.067 0.073 -0.040 -0.072 0.342
O -1.456 2.044 0.250 -0.067 -0.016 0.083 -0.668
C 0.647 0.973 -0.084 0.306 0.590 -0.032 -0.409
N 1.309 -0.199 0.441 -0.263 0.086 0.039 0.149
C 2.663 -0.402 0.198 0.288 -0.047 0.065 0.879
C 3.377 0.320 -0.762 -0.191 0.015 -0.033 -0.120
C 4.729 0.106 -0.943 0.090 -0.136 0.130 -1.111
C 5.428 -0.826 -0.187 0.028 0.044 -0.010 0.822
C 4.721 -1.539 0.770 0.004 0.044 -0.115 -1.015
C 3.370 -1.331 0.968 -0.083 -0.021 -0.014 -0.429
H 2.865 -1.881 1.748 -0.060 -0.018 0.081 0.470
H 5.235 -2.264 1.385 0.059 -0.060 0.062 0.302
C 6.893 -1.050 -0.409 -0.030 0.001 -0.069 -1.408
H 7.059 -1.561 -1.359 0.101 -0.040 -0.028 0.290
H 7.317 -1.659 0.385 0.087 -0.029 0.026 0.343
H 7.426 -0.101 -0.446 0.105 0.015 0.007 0.353
H 5.253 0.678 -1.697 0.046 0.072 -0.081 0.378
H 2.885 1.048 -1.387 -0.098 0.096 -0.041 0.428
C 0.452 -1.310 0.764 -0.277 -0.282 -0.065 -1.018
C -0.687 -1.385 -0.255 0.490 -0.286 0.197 -0.982
H -0.268 -1.453 -1.267 -0.051 -0.110 0.066 0.283
H -1.309 -2.263 -0.067 0.053 0.113 -0.027 0.620
H 0.019 -1.189 1.767 0.000 -0.181 -0.086 0.261
H 1.026 -2.237 0.737 -0.038 0.079 0.016 0.649
C 1.170 2.255 0.584 -0.316 0.032 -0.247 -0.598
H 2.258 2.292 0.509 -0.037 0.049 0.004 0.639
C 0.587 3.449 -0.135 0.347 0.006 -0.172 0.532
O 0.526 3.558 -1.332 0.041 -0.026 -0.182 -0.597
O 0.220 4.417 0.705 -0.142 0.402 0.550 -0.463
H -0.195 5.144 0.216 0.147 -0.217 -0.175 0.372
H 0.883 2.290 1.634 0.046 -0.095 -0.023 0.214
H 0.803 1.074 -1.173 -0.043 -0.007 0.136 0.180
H -3.223 1.053 1.510 0.035 0.041 0.035 0.444
H -5.661 0.790 1.505 -0.060 0.055 0.091 0.361
H -7.483 -1.698 -0.569 -0.076 -0.049 -0.006 0.361
H -7.626 0.055 -0.689 -0.111 0.012 -0.020 0.283
H -7.582 -0.709 0.897 -0.084 -0.023 0.041 0.369
```
Positions in Å, forces in eV/Å.


> What is the formula in the third record?

C2H8


> Look up the 2S+1 of the first one.

1